# 1
99
Properties=species:S:1:pos:R:3 method="wB97M-V/def2-TZVPD" total_charge=+1 homo_energy_ev=-9.775 gap_ev=7.18 energy_ha=-4621.58188
C -0.73 -0.94 -1.76
C -0.40 -2.44 -1.92
C -1.56 -3.19 -2.57
C 0.08 -3.01 -0.57
C -0.84 -2.83 0.65
C -2.20 -3.54 0.54
C -0.21 -3.34 1.91
O 1.08 -2.62 2.16
P 1.88 -2.84 3.46
N 3.33 -2.13 3.25
H -1.07 -0.74 -0.75
H 0.12 -0.30 -1.98
H -1.53 -0.63 -2.42
H 0.45 -2.53 -2.60
H -2.51 -2.97 -2.09
H -1.40 -4.27 -2.58
H -1.66 -2.83 -3.59
H 1.03 -2.52 -0.34
H 0.29 -4.09 -0.67
H -1.01 -1.76 0.80
H -2.48 -4.06 1.46
H -2.19 -4.28 -0.25
H -2.97 -2.80 0.33
H 0.04 -4.40 1.87
H -0.85 -3.14 2.77
H 1.28 -2.22 4.54
H 1.92 -4.20 3.75
H 3.83 -2.43 2.41
H 3.96 -2.21 4.04
C -2.37 0.42 3.16
S -3.50 0.50 1.76
O -2.83 -0.31 0.69
C -3.14 2.20 1.34
H -2.32 -0.62 3.48
H -1.40 0.78 2.83
H -2.73 1.05 3.98
H -2.07 2.24 1.14
H -3.42 2.87 2.14
H -3.70 2.47 0.44
C -3.75 -1.40 -7.61
S -3.06 -2.26 -6.21
O -3.06 -1.30 -5.07
C -1.38 -2.32 -6.84
H -4.81 -1.23 -7.40
H -3.23 -0.45 -7.74
H -3.65 -2.02 -8.50
H -1.03 -1.31 -7.03
H -1.34 -2.92 -7.75
H -0.76 -2.80 -6.08
C 2.33 -1.29 7.28
S 2.42 -3.05 6.97
O 1.31 -3.70 7.69
C 3.93 -3.35 7.89
H 1.40 -0.92 6.84
H 2.30 -1.13 8.36
H 3.19 -0.78 6.84
H 3.78 -3.02 8.92
H 4.76 -2.80 7.43
H 4.13 -4.42 7.86
C 1.46 -6.09 -9.41
S 1.26 -4.44 -10.07
O 0.43 -3.69 -9.09
C 0.16 -4.89 -11.42
H 2.09 -6.00 -8.52
H 0.49 -6.49 -9.15
H 1.96 -6.72 -10.15
H -0.72 -5.38 -11.00
H 0.69 -5.55 -12.11
H -0.12 -3.97 -11.92
C -2.17 6.97 1.88
S -2.78 6.36 0.31
O -3.68 5.21 0.58
C -1.22 5.66 -0.25
H -3.02 7.42 2.40
H -1.76 6.14 2.47
H -1.41 7.73 1.70
H -0.87 4.93 0.48
H -0.48 6.46 -0.37
H -1.41 5.19 -1.21
C 2.49 3.42 3.70
S 0.71 3.46 3.49
O 0.17 2.20 4.09
C 0.74 3.27 1.71
H 2.69 3.49 4.77
H 2.87 2.49 3.31
H 2.92 4.28 3.19
H 1.25 2.35 1.46
H 1.23 4.15 1.28
H -0.29 3.24 1.36
C 2.56 6.20 4.13
S 1.57 6.47 2.66
O 1.94 5.39 1.69
C 2.43 7.95 2.11
H 2.19 5.29 4.59
H 3.60 6.09 3.84
H 2.43 7.04 4.81
H 3.49 7.71 1.96
H 2.30 8.74 2.85
H 1.98 8.25 1.16

=====

# 2
10
Properties=species:S:1:pos:R:3 method="wB97M-V/def2-TZVPD" relative_energy_kcal_mol=11.9 homo_energy_ev=-9.440 gap_ev=9.82 smiles=CN[C@@H](F)I energy_ha=-531.48809
C -1.29 0.31 -0.09
C 1.04 -0.44 0.28
N 0.17 0.47 -0.34
F 0.94 -1.79 -0.01
I 3.08 0.33 0.05
H -1.54 0.49 0.96
H -1.92 1.08 -0.54
H -1.65 -0.76 -0.29
H 0.98 -0.39 1.34
H 0.19 0.70 -1.36

=====

# 3
82
Properties=species:S:1:pos:R:3 method="wB97M-V/def2-TZVPD" total_charge=-2 relative_energy_kcal_mol=12.9 homo_energy_ev=-1.868 gap_ev=5.74 energy_ha=-3578.22755
Sn 0.12 -0.09 0.56
O -1.29 5.61 -3.78
C -0.28 4.91 -3.91
O 0.56 4.90 -4.82
C 0.01 3.91 -2.73
C -0.71 4.00 -1.54
C -0.34 3.20 -0.46
N 0.69 2.36 -0.54
C 1.40 2.28 -1.66
C 1.08 3.03 -2.78
C 2.62 1.46 -1.54
C 3.60 1.43 -2.53
C 4.81 0.83 -2.26
C 5.02 0.26 -1.01
C 3.96 0.27 -0.12
N 2.80 0.85 -0.37
C -0.99 3.25 0.87
C -2.15 3.97 1.13
C -2.68 3.95 2.40
C -2.06 3.20 3.38
C -0.90 2.52 3.04
N -0.38 2.55 1.83
H -1.53 4.69 -1.51
H 1.65 2.99 -3.70
H 3.43 1.89 -3.49
H 5.60 0.82 -3.01
H 5.97 -0.19 -0.75
H 4.06 -0.18 0.86
H -2.64 4.53 0.34
H -3.60 4.49 2.62
H -2.46 3.13 4.38
H -0.37 1.91 3.76
Cl -7.79 -1.06 0.62
C -6.13 -0.55 0.70
C -5.83 0.82 0.63
C -4.53 1.22 0.71
C -3.43 0.30 0.81
O -2.26 0.74 0.84
C -3.79 -1.09 0.85
C -2.80 -2.12 0.90
O -1.59 -2.04 0.78
C -5.13 -1.48 0.81
H -6.63 1.53 0.52
H -4.28 2.27 0.66
H -3.23 -3.14 1.06
H -5.38 -2.54 0.83
N 3.74 -5.97 1.07
C 3.00 -4.79 1.01
C 3.30 -3.71 1.83
C 2.52 -2.57 1.74
N 1.50 -2.46 0.90
C 1.18 -3.50 0.15
C 1.90 -4.68 0.16
H 4.65 -5.89 1.50
H 3.73 -6.52 0.23
H 4.15 -3.75 2.50
H 2.72 -1.70 2.35
H 0.35 -3.34 -0.51
H 1.65 -5.51 -0.49
F 0.32 0.10 5.91
C 0.39 -1.15 5.42
F 1.67 -1.54 5.54
F -0.32 -1.93 6.27
S -0.16 -1.24 3.61
O -0.03 -2.65 3.35
O -1.48 -0.70 3.64
O 0.88 -0.39 3.06
C -1.99 0.55 -2.33
C -0.80 -0.23 -2.77
C -0.56 -0.66 -4.06
C 0.65 -1.36 -4.02
C 1.08 -1.32 -2.71
C 2.37 -1.88 -2.19
N 0.19 -0.63 -1.93
H -2.42 1.08 -3.17
H -1.72 1.26 -1.55
H -2.76 -0.11 -1.91
H -1.16 -0.46 -4.93
H 1.15 -1.86 -4.84
H 3.21 -1.43 -2.73
H 2.43 -2.96 -2.33
H 2.47 -1.65 -1.14

=====

# 4
13
Properties=species:S:1:pos:R:3 method="wB97M-V/def2-TZVPD" relative_energy_kcal_mol=140.2 homo_energy_ev=-9.029 gap_ev=9.72 smiles=CC#[N+][O-].C#CN energy_ha=-340.57156
C -1.43 -0.88 -1.25
C -1.64 -1.34 -0.15
C 1.77 0.05 -0.02
C 1.54 1.38 -0.61
N 2.24 -1.02 0.04
N -1.80 -2.01 1.02
O 2.49 -2.18 0.24
H -1.28 -0.13 -1.93
H 2.50 1.59 -0.99
H 0.67 1.37 -1.11
H 1.46 2.09 0.23
H -0.96 -2.48 1.28
H -2.64 -2.63 1.11